(1)
This record from the Open Molecules 2025 dataset describes a 2-piece molecular cluster, C5H13N3O2 overall at a distorted geometry. The level of theory is wB97M-V/def2-TZVPD.

As for the HOMO-LUMO gap: 9.21 eV. As for the SMILES: CC[C@](N)(O)OC.N=C=N. The calculation puts the strongest force on any atom at 3.7 eV/Å. The calculation puts the energy relative to the best compared isomer or geometry (same formula, charge and spin) at 2.9337 eV. The total charge is 0. The value obtained for the LUMO energy is 0.566 eV.

Element x y z (Å)
C: 0.790 0.782 -0.916
C: -0.107 1.865 -1.490
C: 0.465 1.057 1.794
N: -0.744 1.294 1.712
N: 1.596 0.730 2.093
H: -1.194 1.989 2.286
H: -1.386 0.324 0.461
H: 1.784 0.010 2.770
H: 1.458 0.370 -1.674
H: 1.521 1.188 -0.221
H: -0.817 1.458 -2.216
H: -0.686 2.349 -0.705
H: 0.482 2.629 -1.999
C: -0.268 -2.228 1.188
C: -0.211 -0.707 -0.656
N: -0.288 -1.418 -1.877
O: 0.503 -1.465 0.264
O: -1.461 -0.335 -0.294
H: -0.741 -0.873 -2.595
H: 0.616 -1.745 -2.187
H: -1.047 -2.778 0.660
H: 0.430 -2.922 1.651
H: -0.697 -1.576 1.949

Atoms 1-6, force components in eV/Å:
-1.0294 -2.1161 -1.1004
0.1370 -0.1358 -0.1660
-0.2233 -0.6115 2.9461
0.6386 -0.0225 -0.9179
-0.2716 0.8785 -0.9941
0.2511 0.2226 0.1088

***

(2)
This record from the Open Molecules 2025 dataset describes a 2-piece molecular cluster, C5H13N3O2 overall at a distorted geometry. The level of theory is wB97M-V/def2-TZVPD.

As for the HOMO-LUMO gap (alpha / beta): 7.88 / 7.02 eV. The calculation puts the strongest force on any atom at 4.9 eV/Å. The calculation puts the energy relative to the best compared isomer or geometry (same formula, charge and spin) at 4.0466 eV. The total charge is +2. The value obtained for the LUMO energy (alpha / beta) is -8.102 / -8.835 eV.

Element x y z (Å)
C: -1.264 -1.086 0.925
C: -0.564 -0.027 0.534
C: -2.745 0.666 0.116
C: 2.569 -0.566 -1.450
C: 2.035 0.604 0.782
N: -1.343 0.883 -0.075
N: -2.675 -0.886 0.584
N: 2.804 -0.443 0.010
O: -3.625 0.657 -0.858
O: 2.200 1.794 0.225
H: -1.146 -1.958 1.369
H: -3.153 1.227 0.971
H: 2.627 0.328 -1.964
H: 3.325 -1.186 -1.884
H: 1.538 -1.079 -1.489
H: 1.979 0.267 1.844
H: -0.948 1.576 -0.825
H: -3.057 -1.462 -0.109
H: -3.311 -0.834 1.373
H: 2.746 -1.356 0.599
H: 3.667 -0.028 0.233
H: -3.416 0.376 -1.755
H: 1.756 2.534 0.843

Atoms 1-6, force components in eV/Å:
-0.8103 2.4617 -1.1208
1.6983 -0.7418 -0.0924
0.3870 -1.8853 0.6804
-2.3168 -3.1008 0.8358
-2.2157 -1.4309 -0.5521
1.3500 3.6785 -2.9298

***

(3)
This record from the Open Molecules 2025 dataset describes an isolated ion of composition C5H13N3O2P and charge +1 at a distorted geometry. The level of theory is wB97M-V/def2-TZVPD.

As for the HOMO-LUMO gap: 11.02 eV. As for the SMILES: CO[P@]1(=O)[C@@H](C)NC(=[NH2+])N1C. The calculation puts the strongest force on any atom at 4.7 eV/Å. The calculation puts the energy relative to the best compared isomer or geometry (same formula, charge and spin) at 0.5172 eV. The total charge is +1. The value obtained for the LUMO energy is -3.114 eV.

Element x y z (Å)
C: -1.544 -0.586 0.132
C: -0.441 1.457 0.539
C: -0.554 2.765 -0.408
C: -0.165 -2.402 -0.647
C: 3.368 -0.216 0.962
N: -1.681 0.686 0.604
N: -0.375 -1.032 -0.229
N: -2.707 -1.192 -0.089
O: 1.449 0.380 -1.712
O: 1.884 -0.304 0.853
P: 0.890 0.136 -0.387
H: -0.239 1.730 1.550
H: -0.969 2.525 -1.328
H: 0.506 3.082 -0.407
H: -1.236 3.406 0.071
H: 0.801 -2.457 -1.159
H: -0.142 -2.974 0.231
H: -0.982 -2.619 -1.290
H: 3.724 -1.122 0.384
H: 3.599 -0.372 2.044
H: 3.885 0.689 0.660
H: -2.507 1.215 0.338
H: -3.642 -0.743 -0.199
H: -2.923 -2.051 -0.515

Atoms 1-6, force components in eV/Å:
-3.0048 2.2696 -0.6255
0.7219 0.1733 -3.0366
1.8760 -2.4938 3.0314
0.5733 0.9284 -0.5438
-0.0164 -2.3146 0.1502
1.4587 -0.4337 -0.8092

***

(4)
This record from the Open Molecules 2025 dataset describes C5H13N4 as an isolated structure at a distorted geometry. The level of theory is wB97M-V/def2-TZVPD.

As for the HOMO-LUMO gap: 9.69 eV. The calculation puts the strongest force on any atom at 4.0 eV/Å. The calculation puts the energy relative to the best compared isomer or geometry (same formula, charge and spin) at 2.5168 eV. The total charge is +1. The value obtained for the LUMO energy is -2.850 eV.

Element x y z (Å)
C: -1.472 0.126 0.912
C: -0.122 0.853 1.063
C: -0.908 0.480 -1.419
C: -1.411 -0.556 -0.456
C: 0.662 0.611 -0.220
N: 1.008 -0.785 -0.446
N: 1.730 1.438 -0.472
N: 1.886 -1.368 0.472
N: -0.278 -1.544 -0.387
H: -1.645 -0.591 1.715
H: -2.300 0.832 0.925
H: -0.257 1.923 1.204
H: 0.433 0.480 1.925
H: -0.592 0.137 -2.391
H: -1.439 1.415 -1.420
H: -2.332 -1.087 -0.708
H: 1.564 2.418 -0.305
H: 2.230 1.267 -1.332
H: 2.197 -0.716 1.186
H: 2.690 -1.747 -0.017
H: -0.302 -2.109 0.477
H: -0.286 -2.186 -1.189

Atoms 1-6, force components in eV/Å:
0.1219 -0.0988 -0.0222
0.2417 0.0372 0.0405
2.7347 0.0039 2.2504
-0.5803 0.4695 -0.0495
-3.4321 0.0029 -2.0257
0.2456 -0.5787 -0.2410

***

(5)
This record from the Open Molecules 2025 dataset describes a 2-piece molecular cluster, C5H13N5O2 overall at a distorted geometry. The level of theory is wB97M-V/def2-TZVPD.

As for the HOMO-LUMO gap: 8.11 eV. The calculation puts the strongest force on any atom at 6.5 eV/Å. The calculation puts the energy relative to the best compared isomer or geometry (same formula, charge and spin) at 6.6448 eV. The total charge is +2. The value obtained for the LUMO energy is -9.300 eV.

Element x y z (Å)
C: -1.140 -0.048 -1.415
C: -0.932 1.577 0.522
C: 0.017 -0.867 -0.884
C: 0.198 0.588 1.019
C: 2.008 -1.004 0.751
N: -3.530 2.555 -0.983
N: -1.768 0.784 -0.335
N: -2.862 0.433 0.154
N: -4.255 1.893 -0.319
N: 0.968 -0.152 -0.021
O: -2.409 2.557 -1.414
O: -5.262 1.870 0.235
H: -0.721 0.669 -2.123
H: -1.775 -0.717 -1.899
H: -1.302 1.867 1.498
H: -0.365 2.456 -0.007
H: -0.438 -1.640 -0.415
H: 0.707 -1.227 -1.622
H: 0.711 1.160 1.697
H: -0.151 -0.131 1.753
H: 1.535 -1.332 1.566
H: 2.524 -1.766 0.081
H: 2.924 -0.298 1.076
H: -3.368 -0.363 -0.361
H: 1.428 0.623 -0.455

Atoms 1-6, force components in eV/Å:
2.9612 2.9794 -0.0801
4.7519 0.0997 -0.2223
1.5987 1.5681 -1.2098
-2.4656 -0.6491 0.0442
4.5872 2.4625 -3.8829
-0.7123 0.8264 -0.5637

***

(6)
This record from the Open Molecules 2025 dataset describes C5H13NO in the gas phase at a distorted geometry. The level of theory is wB97M-V/def2-TZVPD.

As for the HOMO-LUMO gap: 10.16 eV. As for the SMILES: CC[C@H](CO)NC. The calculation puts the strongest force on any atom at 4.1 eV/Å. The calculation puts the energy relative to the best compared isomer or geometry (same formula, charge and spin) at 3.3358 eV. The total charge is 0. The value obtained for the LUMO energy is 0.919 eV.

Element x y z (Å)
C: -1.062 -0.296 -1.746
N: 0.295 0.306 -1.402
C: 0.433 -2.015 0.384
C: -0.211 -0.671 0.755
C: 0.650 0.393 0.044
C: 0.207 1.696 0.675
O: 0.867 1.962 2.063
H: -1.466 0.116 -2.808
H: -0.936 -1.332 -1.834
H: -1.878 -0.010 -0.937
H: 0.179 1.350 -1.553
H: -0.007 -2.655 1.247
H: 1.555 -2.158 0.390
H: -0.064 -2.450 -0.589
H: -0.100 -0.660 1.851
H: -1.335 -0.627 0.629
H: 1.717 0.149 0.172
H: 0.670 2.429 0.076
H: -0.870 1.703 0.682
H: 1.355 2.769 1.899

Atoms 1-6, force components in eV/Å:
-1.3222 3.6724 -0.4504
-1.2609 2.7117 -0.3266
-2.7378 -3.0640 0.3421
1.8710 -0.9376 0.9169
-2.4148 -1.7324 1.3173
2.6973 0.1322 1.6430

***

(7)
This record from the Open Molecules 2025 dataset describes a 2-piece molecular cluster, C5H13NO overall at a distorted geometry. The level of theory is wB97M-V/def2-TZVPD.

As for the HOMO-LUMO gap: 10.75 eV. As for the SMILES: CC(N)=O.CCC. The calculation puts the strongest force on any atom at 2.6 eV/Å. The calculation puts the energy relative to the best compared isomer or geometry (same formula, charge and spin) at 0.5965 eV. The total charge is 0. The value obtained for the LUMO energy is 0.852 eV.

Element x y z (Å)
C: 0.642 -1.686 1.643
C: 1.133 -2.131 0.299
O: 2.214 -2.672 0.217
N: 0.354 -1.967 -0.823
H: 1.275 -0.872 1.982
H: 0.849 -2.448 2.397
H: 0.652 -2.541 -1.596
H: -0.559 -1.559 -0.889
H: -0.403 -1.398 1.771
C: -0.751 1.445 0.131
C: 0.581 1.014 -0.405
C: -1.612 2.143 -0.918
H: -1.223 0.540 0.605
H: -0.576 2.095 0.990
H: 0.576 0.201 -1.115
H: 1.400 0.902 0.283
H: -1.038 2.515 -1.782
H: -2.377 1.477 -1.316
H: 0.910 1.893 -0.987
H: -2.049 3.050 -0.487

Atoms 1-6, force components in eV/Å:
-0.1538 0.2787 0.8983
-0.4976 -0.3803 -0.0985
0.2541 -0.0869 -0.2046
0.2964 -0.7995 0.0731
0.0079 0.3934 -0.1324
-0.0250 -0.3018 -0.4003

***

(8)
This record from the Open Molecules 2025 dataset describes a 2-piece molecular cluster, C5H13NO overall at a distorted geometry. The level of theory is wB97M-V/def2-TZVPD.

As for the HOMO-LUMO gap: 9.84 eV. As for the SMILES: C=CC[C@@H](C)N.O. The calculation puts the strongest force on any atom at 1.1 eV/Å. The calculation puts the energy relative to the best compared isomer or geometry (same formula, charge and spin) at 1.4646 eV. The total charge is 0. The value obtained for the LUMO energy is 0.834 eV.

Element x y z (Å)
C: -0.135 1.064 -0.527
C: -0.928 -0.185 -0.966
C: -0.905 -1.261 0.125
C: -1.470 -0.815 1.450
C: -1.364 -1.486 2.586
N: -0.438 -0.658 -2.228
H: -0.061 1.156 0.557
H: 0.879 1.020 -0.924
H: -0.609 1.949 -0.960
H: -1.981 0.106 -1.079
H: 0.138 -1.593 0.267
H: -1.456 -2.129 -0.231
H: -2.020 0.122 1.485
H: -1.836 -1.084 3.478
H: -0.813 -2.401 2.778
H: 0.466 -1.101 -2.189
H: -1.089 -1.184 -2.802
H: 3.608 1.887 0.141
H: 4.933 2.695 0.193
O: 4.017 2.714 -0.123

Atoms 1-6, force components in eV/Å:
-0.1923 -0.1295 -0.3442
-0.1053 0.1017 0.9159
0.4248 0.0989 0.2371
0.1565 -0.3644 -0.1426
-0.1448 0.2792 0.8445
-0.1959 0.2204 -1.0558

***

(9)
This record from the Open Molecules 2025 dataset describes a 2-piece molecular cluster, C5H13NO overall at a distorted geometry. The level of theory is wB97M-V/def2-TZVPD.

As for the HOMO-LUMO gap: 8.76 eV. As for the SMILES: CC/C=C(/C)N.O. The calculation puts the strongest force on any atom at 4.4 eV/Å. The calculation puts the energy relative to the best compared isomer or geometry (same formula, charge and spin) at 2.4706 eV. The total charge is 0. The value obtained for the LUMO energy is 0.687 eV.

Element x y z (Å)
C: 1.729 0.430 3.382
C: 1.147 -0.394 2.212
N: 0.584 -0.891 -0.732
C: -0.116 0.069 0.047
C: 0.034 0.295 1.413
C: -0.939 0.990 -0.844
H: 0.962 0.964 3.973
H: 2.275 -0.382 3.938
H: 2.410 1.092 3.042
H: 0.667 -1.439 2.508
H: 1.912 -0.724 1.445
H: 1.210 -0.528 -1.497
H: 0.428 -1.930 -0.714
H: -0.532 1.100 1.928
H: -0.364 1.265 -1.727
H: -1.602 0.191 -1.144
H: -1.336 1.817 -0.376
H: -2.512 -0.003 -5.278
H: -2.868 -1.425 -5.769
O: -3.089 -0.498 -5.809

Atoms 1-6, force components in eV/Å:
-1.9552 -3.8722 0.7739
-1.8165 -2.0105 -1.1075
1.0819 -0.9579 -0.5660
0.8583 1.8514 2.1333
0.8845 -0.3460 -2.2574
1.3676 -3.2216 -0.3838

***

(10)
This record from the Open Molecules 2025 dataset describes a 2-piece molecular cluster, C5H13NO overall at a distorted geometry. The level of theory is wB97M-V/def2-TZVPD.

As for the HOMO-LUMO gap: 10.68 eV. As for the SMILES: CC(N)=O.CCC. The calculation puts the strongest force on any atom at 2.1 eV/Å. The calculation puts the energy relative to the best compared isomer or geometry (same formula, charge and spin) at 0.8017 eV. The total charge is 0. The value obtained for the LUMO energy is 0.751 eV.

Element x y z (Å)
C: 0.401 -0.644 2.075
C: -0.822 0.130 2.486
O: -1.556 -0.147 3.403
N: -0.933 1.336 1.829
H: 1.137 -0.207 1.418
H: 0.148 -1.564 1.539
H: -1.740 1.896 2.043
H: -0.147 1.771 1.390
H: 0.960 -0.993 2.936
C: 0.342 -0.248 -1.164
C: -1.100 -0.364 -1.705
C: 1.408 0.118 -2.238
H: 0.515 0.536 -0.433
H: 0.645 -1.119 -0.596
H: -1.746 0.182 -1.020
H: 2.119 -0.711 -2.296
H: -1.289 -1.428 -1.766
H: -1.232 0.220 -2.612
H: 1.041 0.149 -3.265
H: 1.849 1.086 -2.024

Atoms 1-6, force components in eV/Å:
0.4471 -1.5767 0.0598
1.1996 1.7247 0.1040
-0.4156 -0.8107 -0.2011
-0.5614 -0.3864 -0.0738
-0.1696 0.8563 -0.0571
-0.4510 0.0347 0.1720

***

(11)
This record from the Open Molecules 2025 dataset describes C5H13NO as an isolated structure at a distorted geometry. The level of theory is wB97M-V/def2-TZVPD.

As for the HOMO-LUMO gap (alpha / beta): 7.72 / 7.72 eV. The calculation puts the strongest force on any atom at 2.0 eV/Å. The calculation puts the energy relative to the best compared isomer or geometry (same formula, charge and spin) at 7.6259 eV. The total charge is 0. The value obtained for the LUMO energy (alpha / beta) is 0.566 / 0.565 eV.

Element x y z (Å)
C: -1.187 1.486 -1.264
N: -0.131 1.331 -0.301
O: -0.596 1.929 0.921
H: 0.194 2.344 1.286
H: 0.948 0.147 0.077
H: -1.314 2.539 -1.537
H: -0.904 0.932 -2.160
H: -2.151 1.106 -0.895
C: -0.769 -1.017 1.248
C: 2.076 -0.393 0.514
C: -0.049 -0.761 -0.028
C: -0.075 -1.496 -1.140
H: -1.155 -0.098 1.690
H: -0.128 -1.501 1.989
H: -1.619 -1.671 1.050
H: 2.181 -1.436 0.780
H: 2.659 -0.123 -0.361
H: 2.254 0.288 1.344
H: 0.513 -1.262 -2.015
H: -0.746 -2.343 -1.198

Atoms 1-6, force components in eV/Å:
-0.2159 -0.0305 0.0215
0.2573 -0.5800 0.3626
0.0457 -0.3985 -0.4584
-0.0299 -0.0740 -0.0831
1.6897 -0.8835 0.6922
0.0588 -0.0592 0.0908

***

(12)
This record from the Open Molecules 2025 dataset describes C5H13NO in the gas phase at a distorted geometry. The level of theory is wB97M-V/def2-TZVPD.

As for the HOMO-LUMO gap: 10.07 eV. As for the SMILES: CC(C)[C@@H](N)CO. The calculation puts the strongest force on any atom at 3.8 eV/Å. The calculation puts the energy relative to the best compared isomer or geometry (same formula, charge and spin) at 2.0394 eV. The total charge is 0. The value obtained for the LUMO energy is 0.829 eV.

Element x y z (Å)
C: -0.826 0.819 -1.149
O: -2.094 0.771 -1.754
C: -0.789 -0.224 -0.004
C: 0.564 -0.465 0.674
C: 1.308 0.903 0.948
C: 1.440 -1.299 -0.170
N: -1.799 0.126 1.007
H: 0.104 0.597 -1.764
H: -0.749 1.850 -0.636
H: -1.929 0.070 -2.430
H: -0.930 -1.189 -0.542
H: 0.296 -0.878 1.627
H: 1.043 1.741 1.548
H: 2.108 0.477 1.652
H: 1.781 1.280 -0.023
H: 1.454 -2.327 0.057
H: 1.296 -1.053 -1.223
H: 2.492 -1.000 0.172
H: -2.080 -0.772 1.357
H: -2.690 0.571 0.652

Atoms 1-6, force components in eV/Å:
1.5599 1.0367 2.8497
0.9573 -1.1708 -1.9016
-0.3676 0.1712 -0.9892
-1.7996 3.3701 0.1491
2.9622 -2.0988 -0.0810
2.9286 1.1834 0.5792